Computed, not measured: C31H50N3OP2Sn as an isolated structure in a non-equilibrium geometry, with ωB97M-V with the def2-TZVPD basis set.

Summary:
**Lowest unoccupied orbital energy (alpha / beta)**: -11.254 / -10.511 eV
**2S+1**: 1
**Energy relative to the best compared isomer or geometry (same formula, charge and spin)**: 0.00 kJ/mol
**Total charge**: +3
**E_tot**: -2346.76727 a.u.
**Frontier orbital gap (alpha / beta)**: 5.4 / 6.0 eV

CARTESIAN COORDINATES (ANGSTROEM)
H  2.30540  -3.12482  0.92045
C  -1.74833  2.71071  -1.20370
H  5.57714  -1.62343  -0.00423
N  -0.34835  -1.56992  -2.52411
H  3.83713  -3.29289  1.80914
N  0.03905  0.80273  2.53291
C  2.59584  -0.00802  -3.21448
N  0.56900  1.95333  -0.88792
C  2.68181  -2.43972  -2.49956
C  3.59849  -1.33945  0.92888
P  -2.44869  1.61284  0.03113
C  -1.44823  0.42297  -4.85482
C  -3.90950  0.43793  -0.66549
H  3.42610  3.66816  -1.33979
C  -1.23636  -0.96869  -4.85290
C  -5.10231  0.53883  0.28544
H  -1.25967  1.01203  -3.94816
C  -0.71359  -1.53429  -3.64866
H  -0.91041  3.28021  1.87684
H  -5.09212  3.52600  0.77358
C  0.13753  3.98109  -2.12903
H  2.95255  -2.68782  -3.53934
P  2.55457  -0.54144  -0.45531
H  -2.12687  -1.69912  -8.05066
H  -1.45572  -2.83107  -5.93183
H  1.84452  5.18921  -2.57467
H  -0.59295  4.61175  -2.63967
C  1.88881  2.23952  -0.89601
H  5.19149  -1.83369  -1.84878
H  -4.83407  0.20132  1.29439
H  -4.35133  -1.61641  -1.10900
H  0.77111  1.51796  2.60244
H  0.23084  0.12456  3.27876
H  -3.97172  4.89027  0.80647
C  -3.49371  -1.04282  -0.71872
C  4.70587  -0.97841  -2.33541
H  -3.27230  -1.44130  0.27840
H  -2.38312  3.41088  -1.76774
H  -2.05323  2.13550  -6.03279
H  -5.52486  1.54753  0.34400
C  -1.79101  3.86540  1.58163
C  -4.07585  3.83878  0.50878
H  4.94771  -1.05268  -3.40806
Sn  -0.08071  -0.08787  -0.18931
H  -2.32381  0.80177  -8.13174
H  1.52570  0.17878  -3.07089
H  -2.63993  -1.23895  -1.38114
C  3.17269  -1.01081  -2.19412
C  2.93711  1.25233  -0.35800
C  -2.04516  0.29989  -7.20060
H  3.74196  -1.27230  3.07208
H  5.15347  -0.04501  -1.96688
H  -3.40698  0.77078  -2.76435
H  3.13013  0.95455  -3.18123
H  -2.97028  1.51535  2.87623
C  -1.86655  1.06354  -6.03475
C  -0.35447  2.86511  -1.40287
C  2.35814  3.44787  -1.39926
C  -3.00830  2.99845  1.22936
C  -0.75426  -2.75117  0.96083
O  -0.82436  -3.84593  1.27192
C  -3.55850  2.37862  2.52739
H  -1.50752  4.52136  0.75335
C  3.14416  -0.78033  2.28894
H  -0.84024  1.26183  2.78646
C  5.09265  -1.02412  0.77357
C  -4.25449  0.89664  -2.07688
H  -5.89628  -0.12985  -0.07608
H  3.15348  -3.18573  -1.84439
H  3.88522  1.42291  -0.90789
H  2.08723  -0.98718  2.49879
C  1.48195  4.28348  -2.09160
H  3.84458  -3.34007  0.03576
H  -5.08489  0.27500  -2.44752
H  5.28664  0.04042  0.58044
H  -3.99473  3.81896  -0.58304
C  3.37381  -2.86314  0.90701
C  -1.53858  -1.74193  -5.98999
H  5.59217  -1.28338  1.71912
H  -4.60747  2.07493  2.43468
C  -1.92425  -1.08621  -7.16943
H  1.59346  -2.52849  -2.39896
H  -2.06972  4.49398  2.43842
H  -3.52038  3.14453  3.31391
H  3.16169  1.51114  0.69401
H  2.71756  -0.41897  -4.23042
H  -4.58212  1.94220  -2.11994
H  3.32801  0.29987  2.37852

Computed, not measured: C31H50O3P2Rh as an isolated structure in a non-equilibrium geometry, with ωB97M-V with the def2-TZVPD basis set.

Summary:
**Lowest unoccupied orbital energy (alpha / beta)**: -2.659 / -5.116 eV
**2S+1**: 5
**Total charge**: +1
**E_tot**: -2229.80852 a.u.
**Frontier orbital gap (alpha / beta)**: 6.6 / 4.1 eV

CARTESIAN COORDINATES (ANGSTROEM)
H  -3.18315  1.76211  -0.72120
H  -0.67056  1.94493  3.80212
H  1.85697  0.50118  -3.07239
H  2.98672  -1.54292  1.58089
H  1.33705  -4.10716  1.15535
H  -1.01126  -1.99180  -3.60755
H  -1.54910  -3.87973  -0.23712
C  -0.74789  1.78565  2.72525
H  -1.70970  -3.54626  -1.95966
H  1.22371  2.74191  -1.91429
C  0.08251  -1.91230  -3.50608
C  -2.33379  2.44251  -0.56078
H  -5.43821  -0.46368  0.95541
P  -0.78352  1.68346  -1.15709
H  -0.21178  3.79334  -2.12229
C  -1.19967  -0.98811  3.42849
C  -2.92419  -1.76192  0.66322
C  3.01314  -1.09110  0.57785
H  -2.24461  2.67177  0.51263
H  3.10728  0.00720  0.64637
H  1.79299  -1.00579  3.35054
C  6.91966  3.09263  0.69600
H  -1.14017  -0.64327  4.46025
H  1.21174  -2.71329  2.24253
H  -0.44383  -4.64240  -1.38013
H  0.51100  -2.81498  -3.98249
C  0.72680  -2.28769  0.20241
O  2.10922  3.23587  2.15495
C  -4.65865  0.04580  0.33143
C  6.33078  3.29983  1.94337
H  8.01299  3.11616  0.62368
C  0.29769  3.09592  -1.45596
H  -2.62606  0.33900  1.19102
C  0.48971  -1.75777  -2.07718
Rh  -1.08615  -0.99736  -0.14360
H  -1.78828  1.91063  2.42036
C  2.67597  2.70576  1.13566
C  -0.09428  -2.54835  -0.99653
C  6.11306  2.90053  -0.44742
H  -0.08728  2.50092  2.22099
C  -3.87472  -0.66954  -2.01919
C  -3.98102  -2.83341  0.33166
H  3.23543  -0.59500  -2.83840
H  -1.79995  1.91006  -3.29687
H  -0.27149  0.99650  -3.39543
C  -3.27030  -0.42768  0.69430
H  2.17843  0.63722  2.70771
H  -2.23764  -0.97424  3.08513
H  0.54161  3.57806  -0.50756
C  4.91892  3.28776  2.07562
P  -0.16535  0.10949  2.41415
C  1.44557  0.02830  3.25045
H  -3.89969  -4.02288  -1.51143
H  -0.81826  -2.01364  3.36895
H  -2.47001  3.37762  -1.11700
H  -3.66181  -0.00969  -2.89512
H  4.08735  2.65068  -1.19794
C  1.81268  -1.41805  -0.21621
H  -5.36373  0.84516  -1.59853
C  -4.25297  -3.01783  -1.20446
H  0.40223  -1.05148  -4.10064
H  6.91953  3.47642  2.85575
H  -1.74332  0.19487  -2.80881
H  -5.94427  -0.82349  -1.22908
H  -3.61203  -3.80956  0.72885
H  3.29850  3.57486  2.97783
O  2.12200  1.87022  0.36180
H  3.92640  -1.47190  0.08921
C  -1.19102  1.13887  -2.82472
H  2.89703  0.64111  -1.61453
C  -3.50927  -1.96517  -2.03372
H  -4.74527  1.13250  0.56375
C  2.42466  -0.06498  -2.31247
H  6.61156  2.78129  -1.41189
C  -0.99270  -3.72411  -1.15874
C  4.72268  2.83166  -0.32932
H  -2.99843  -2.37683  -2.93607
H  -4.96198  -2.61527  0.84421
C  0.73894  -3.20743  1.38483
C  1.58819  -1.02674  -1.55484
C  4.12214  2.98448  0.92863
C  -5.05093  -0.14421  -1.18627
O  4.32298  3.60233  3.22687
H  -2.02465  -2.18618  1.20339
H  -5.36126  -2.99034  -1.35832
H  1.29657  0.46046  4.24591
H  -0.27814  -3.55152  1.63957